A structure of composition C8H12N2S in a non-equilibrium geometry. Source: the Open Molecules 2025 dataset; level of theory: ωB97M-V/def2-TZVPD.

The geometry in ORCA input format:
```
! RIJCOSX wB97M-V def2-TZVPD def2/J DEFGRID3
* xyz 0 1
C -0.42876 2.28301 1.47129
C 3.03376 -0.27016 0.51754
H -2.24127 -1.16388 -1.57638
C -1.25522 -0.07028 0.00547
H 4.12008 0.38180 -1.31562
N 1.80157 -0.11130 0.94361
N 1.17431 0.59886 -0.00220
C -1.43293 -0.44441 -1.46948
H 0.48462 2.53204 1.97688
H -0.76515 -1.02091 1.88866
H -1.67426 0.44108 -2.05626
C 3.22449 0.34893 -0.73042
H 3.74330 -0.81622 1.10777
S -0.55447 2.67484 -0.26007
C -0.16623 0.96075 0.11547
H -1.77388 -2.00157 0.80505
C 2.00830 0.90344 -1.02963
H -1.34078 2.14942 2.01912
H -0.52149 -0.88965 -1.86255
H -2.18345 0.38858 0.35996
C -0.94286 -1.30218 0.85227
H -0.04928 -1.80049 0.48269
H 1.66576 1.47846 -1.86643
*
```

energy relative to the best compared isomer or geometry (same formula, charge and spin)	173.0	kJ/mol
lowest unoccupied orbital energy	0.82	eV
HOMO level	-9.0	eV